82
Properties=species:S:1:pos:R:3:lowdin_charge:R:1 method="wB97M-V/def2-TZVPD" relative_energy_kj_mol=5.02 lumo_energy_ev="-2.3 / -2.1"
Tl -0.10 0.09 1.09 0.602
C -1.71 -2.77 3.13 -0.073
C -0.54 -3.25 2.27 -0.401
C 0.30 -4.28 3.03 -0.040
C -1.02 -3.81 0.95 -0.101
C -1.93 -4.85 0.93 -0.023
C -2.35 -5.41 -0.26 -0.030
C -1.89 -4.91 -1.48 -0.027
C -0.98 -3.88 -1.53 -0.099
C -0.65 -3.27 -2.88 -0.367
C -1.91 -2.72 -3.55 -0.052
C 0.07 -4.26 -3.80 -0.048
C -0.48 -3.35 -0.30 -0.153
N 0.49 -2.42 -0.23 0.148
C 1.56 -2.46 -1.09 -0.448
O 2.12 -3.50 -1.36 0.100
C 2.09 -1.16 -1.64 -0.199
C 3.13 -1.24 -2.55 0.022
C 3.62 -0.08 -3.10 -0.023
C 3.07 1.13 -2.71 0.023
C 2.04 1.11 -1.78 -0.186
N 1.54 0.00 -1.26 0.114
C 1.48 2.45 -1.36 -0.443
O 1.85 3.46 -1.93 0.095
N 0.66 2.48 -0.26 0.133
C -0.33 3.37 -0.14 -0.180
C -0.51 3.94 1.17 -0.105
C -1.45 4.94 1.32 -0.016
C -2.24 5.34 0.26 -0.028
C -2.13 4.73 -0.99 -0.026
C -1.21 3.73 -1.21 -0.098
C -1.25 2.97 -2.53 -0.368
C -0.91 3.88 -3.71 -0.048
C -2.61 2.30 -2.72 -0.051
C 0.42 3.55 2.30 -0.387
C 1.74 4.33 2.17 -0.034
C -0.20 3.74 3.68 -0.078
H -1.34 -2.33 4.05 0.058
H -2.29 -2.01 2.60 0.073
H -2.38 -3.59 3.39 0.075
H 0.12 -2.41 2.07 0.047
H -0.29 -5.16 3.30 0.080
H 1.15 -4.62 2.43 0.089
H 0.69 -3.84 3.95 0.083
H -2.31 -5.24 1.87 0.115
H -3.05 -6.24 -0.25 0.110
H -2.27 -5.33 -2.40 0.115
H 0.01 -2.41 -2.73 0.114
H -2.61 -3.52 -3.80 0.077
H -2.43 -2.01 -2.89 0.084
H -1.65 -2.20 -4.47 0.081
H -0.57 -5.13 -4.00 0.078
H 0.31 -3.79 -4.75 0.083
H 0.99 -4.62 -3.34 0.076
H 3.52 -2.22 -2.80 0.123
H 4.43 -0.11 -3.82 0.114
H 3.41 2.08 -3.09 0.122
H -1.57 5.42 2.28 0.110
H -2.97 6.13 0.40 0.110
H -2.81 5.02 -1.78 0.115
H -0.51 2.17 -2.49 0.118
H -1.64 4.68 -3.80 0.078
H 0.08 4.33 -3.59 0.076
H -0.92 3.31 -4.64 0.083
H -3.41 3.04 -2.83 0.077
H -2.60 1.69 -3.62 0.080
H -2.86 1.66 -1.87 0.084
H 0.67 2.50 2.18 0.047
H 1.56 5.40 2.29 0.087
H 2.44 4.00 2.94 0.085
H 2.20 4.16 1.19 0.078
H -0.34 4.80 3.92 0.075
H -1.16 3.23 3.76 0.088
H 0.47 3.32 4.43 0.069
C 2.96 -0.01 5.76 -0.118
O 3.17 -0.05 4.35 -0.236
C 2.12 -0.01 3.53 -1.310
S 0.55 0.08 4.12 0.540
S 2.57 -0.08 1.88 0.521
H 3.96 -0.05 6.20 0.091
H 2.37 -0.86 6.08 0.075
H 2.45 0.91 6.05 0.073



92
Properties=species:S:1:pos:R:3:lowdin_charge:R:1 method="wB97M-V/def2-TZVPD" charge=+1 relative_energy_kj_mol=343.12 lumo_energy_ev="-4.0 / -4.0"
Ir 0.73 -0.44 0.58 1.079
C 6.10 -0.09 0.43 -0.073
C 4.93 -0.94 0.95 -0.205
C 4.44 -1.94 -0.08 -0.203
C 5.16 -3.12 -0.27 -0.038
C 4.73 -4.08 -1.17 -0.058
C 3.56 -3.88 -1.88 -0.026
C 2.81 -2.73 -1.71 -0.177
C 1.56 -2.51 -2.52 -0.209
C 1.87 -1.82 -3.86 -0.069
C 3.28 -1.75 -0.82 -0.205
N 2.51 -0.57 -0.63 -0.033
C 2.95 0.58 -1.02 -0.065
C 2.25 1.73 -0.66 -0.331
C 2.48 3.09 -0.87 -0.018
C 1.47 3.76 -0.18 -0.064
C 0.67 2.79 0.41 -0.227
N 1.14 1.56 0.13 -0.154
H 6.43 0.61 1.20 0.079
H 5.82 0.49 -0.45 0.064
H 6.94 -0.72 0.16 0.079
H 4.11 -0.29 1.26 0.100
H 5.27 -1.49 1.83 0.115
H 6.07 -3.28 0.31 0.123
H 5.31 -4.99 -1.30 0.111
H 3.21 -4.64 -2.57 0.123
H 0.85 -1.90 -1.97 0.042
H 1.09 -3.48 -2.71 0.117
H 2.32 -0.84 -3.69 0.070
H 0.97 -1.69 -4.45 0.076
H 2.58 -2.41 -4.44 0.080
H 3.87 0.64 -1.59 0.152
H 3.29 3.51 -1.45 0.115
H 1.32 4.83 -0.12 0.107
H -0.20 2.94 1.04 0.046
S -0.98 -1.99 -0.02 0.722
C 0.16 -3.14 0.56 -0.726
C 0.10 -4.52 0.46 -0.056
C 1.18 -5.25 0.91 -0.032
C 2.28 -4.58 1.44 -0.038
C 2.25 -3.20 1.53 -0.100
N 1.20 -2.50 1.09 -0.102
H -0.77 -4.99 0.01 0.119
H 1.18 -6.33 0.85 0.119
H 3.16 -5.11 1.78 0.117
H 3.07 -2.64 1.95 0.119
C 0.30 -0.08 5.56 -0.012
N -0.01 1.10 4.75 -0.156
C -0.60 2.30 5.35 -0.018
C 0.18 1.04 3.44 -0.304
O 0.64 0.04 2.86 -0.127
H 0.29 0.19 6.61 0.090
H 1.28 -0.46 5.29 0.093
H -0.43 -0.87 5.38 0.102
H -0.58 2.20 6.43 0.089
H -1.63 2.43 5.03 0.093
H -0.03 3.18 5.08 0.096
H -0.08 1.96 2.91 0.123
C -2.23 3.88 -4.35 -0.078
C -1.01 3.54 -3.79 -0.077
C -0.95 2.77 -2.63 -0.121
C -2.13 2.35 -2.03 -0.367
C -3.36 2.69 -2.59 -0.122
C -3.41 3.46 -3.75 -0.072
Sb -2.12 1.16 -0.26 1.527
C -3.59 2.29 0.83 -0.366
C -3.16 3.36 1.61 -0.146
C -4.08 4.17 2.27 -0.086
C -5.43 3.92 2.15 -0.080
C -5.87 2.85 1.37 -0.071
C -4.95 2.04 0.71 -0.128
C -3.40 -0.37 -1.01 -0.476
C -4.24 -1.09 -0.16 -0.178
C -4.96 -2.18 -0.64 -0.080
C -4.83 -2.57 -1.97 -0.079
C -3.99 -1.86 -2.82 -0.077
C -3.28 -0.76 -2.35 -0.144
H -2.27 4.48 -5.25 0.106
H -0.09 3.86 -4.27 0.106
H 0.01 2.52 -2.20 0.073
H -4.29 2.36 -2.13 0.098
H -4.37 3.72 -4.18 0.108
H -2.10 3.58 1.71 0.070
H -3.73 5.01 2.86 0.105
H -6.15 4.55 2.65 0.107
H -6.93 2.65 1.27 0.109
H -5.31 1.22 0.11 0.085
H -4.32 -0.82 0.88 0.102
H -5.62 -2.72 0.02 0.107
H -5.37 -3.43 -2.33 0.106
H -3.89 -2.16 -3.85 0.107
H -2.62 -0.22 -3.01 0.100



81
Properties=species:S:1:pos:R:3:lowdin_spin:R:1 method="wB97M-V/def2-TZVPD" charge=+1 relative_energy_kj_mol=873.27 multiplicity=4 lumo_energy_ev="-3.9 / -3.7"
Nd 0.25 -0.66 1.80 2.969
C -0.69 -2.42 2.74 -0.003
C 0.63 -2.76 2.26 -0.009
C 0.85 -1.09 3.88 0.002
C -0.57 -1.39 3.72 -0.010
C 1.58 -1.95 2.99 0.019
C -1.96 -3.10 2.34 0.001
H -1.88 -3.53 1.33 0.000
H -2.81 -2.41 2.35 0.000
H -2.19 -3.93 3.03 0.000
C -1.67 -0.74 4.50 -0.001
H -2.64 -0.93 4.04 0.000
H -1.52 0.35 4.53 0.000
H -1.69 -1.11 5.53 -0.001
C 1.42 -0.09 4.84 0.001
H 1.54 -0.54 5.84 0.000
H 0.75 0.77 4.93 0.000
H 2.39 0.27 4.51 0.000
C 3.07 -2.06 2.90 0.010
H 3.46 -2.74 3.67 0.003
H 3.55 -1.08 3.04 0.001
H 3.38 -2.45 1.93 0.001
C 0.97 -3.89 1.33 -0.001
H 1.19 -4.81 1.90 -0.001
H 1.85 -3.66 0.73 0.000
H 0.14 -4.11 0.65 0.000
C -1.56 0.86 -5.08 0.000
C -1.62 -0.47 -5.09 0.000
C -0.79 -1.48 -5.84 0.000
C 0.56 -0.99 -6.41 0.000
C 1.50 -0.48 -5.35 0.000
C 1.56 0.74 -4.80 0.000
C 0.73 1.97 -5.08 0.000
C -0.61 1.77 -5.81 0.000
H -1.39 -1.90 -6.67 0.000
H 0.39 -0.25 -7.19 0.000
H -0.60 -2.32 -5.17 0.000
H -0.43 1.42 -6.83 0.000
H -2.27 1.37 -4.42 0.000
H -2.40 -0.93 -4.47 0.000
H -1.08 2.76 -5.91 0.000
H 0.53 2.46 -4.11 0.000
H 2.32 0.89 -4.03 0.000
H 1.34 2.69 -5.64 0.000
H 1.04 -1.85 -6.91 0.000
H 2.20 -1.22 -4.96 0.000
P -0.96 -0.37 -0.11 0.003
C -2.58 0.49 -0.14 -0.003
C -1.24 -1.74 -1.30 0.003
P 1.61 0.17 0.18 0.012
C 0.26 0.74 -0.96 0.002
C 2.66 -0.93 -0.86 0.011
C 2.74 1.60 0.45 -0.003
H -2.56 1.27 0.63 0.000
H -3.37 -0.22 0.10 0.000
H -2.79 0.94 -1.12 -0.001
H -1.39 -1.36 -2.32 0.000
H -2.14 -2.30 -1.00 0.000
H -0.39 -2.42 -1.28 0.000
H 3.01 2.09 -0.49 -0.001
H 3.64 1.25 0.95 0.000
H 2.22 2.30 1.11 0.000
H 0.02 1.78 -0.69 0.001
H 0.40 0.65 -2.04 0.000
H 3.62 -1.10 -0.36 0.000
H 2.85 -0.48 -1.85 0.001
H 2.16 -1.90 -0.99 0.000
F -1.81 3.40 0.53 0.000
C -2.15 3.48 1.87 0.000
F -2.18 4.83 2.18 0.000
F -3.44 2.99 2.03 0.000
C -1.14 2.70 2.78 0.000
O -1.17 1.28 2.43 -0.004
C 0.25 3.34 2.61 0.000
F 0.30 4.60 3.18 0.000
F 1.22 2.56 3.21 0.000
F 0.51 3.53 1.27 0.000
C -1.63 2.90 4.26 0.000
F -1.79 4.24 4.57 0.000
F -2.85 2.29 4.46 0.000
F -0.73 2.41 5.18 0.000



Short version: max |F| = 0.006; 0.039; 0.227 Eh/bohr, in the order given.